# 1
49
Properties=species:S:1:pos:R:3 method="wB97M-V/def2-TZVPD" orbital_gap_ev=9.089 homo_ev=-8.44 fmax_ev_per_a=0.5 total_energy_ev=-32274.554 charge=0 e_above_lowest_ev=0.449 smiles="CCOc1ccc(C(=O)NCC(=O)OCC(=O)N2CCCCC2)cc1"
C 6.679 2.484 -0.118
C 6.047 1.117 0.094
O 4.668 1.232 -0.200
C 3.877 0.133 -0.094
C 2.527 0.326 -0.400
C 1.632 -0.719 -0.340
C 2.064 -1.991 0.036
C 1.153 -3.162 0.152
O 1.365 -4.087 0.915
N 0.099 -3.157 -0.705
C -0.982 -4.101 -0.561
C -2.255 -3.337 -0.253
O -3.283 -3.412 -0.869
O -2.069 -2.520 0.796
C -2.990 -1.455 0.903
C -2.657 -0.450 -0.216
O -1.735 -0.684 -0.978
N -3.423 0.645 -0.306
C -4.477 1.042 0.598
C -4.062 2.304 1.360
C -3.726 3.419 0.372
C -2.650 2.942 -0.600
C -3.107 1.660 -1.295
C 3.403 -2.172 0.365
C 4.309 -1.131 0.295
H 7.742 2.437 0.097
H 6.213 3.214 0.538
H 6.536 2.803 -1.147
H 6.185 0.793 1.135
H 6.514 0.377 -0.570
H 2.207 1.317 -0.684
H 0.592 -0.529 -0.561
H -0.117 -2.316 -1.220
H -1.130 -4.683 -1.476
H -0.716 -4.768 0.267
H -2.840 -1.019 1.891
H -4.013 -1.830 0.785
H -4.715 0.237 1.291
H -5.372 1.257 0.002
H -4.872 2.611 2.022
H -3.185 2.081 1.972
H -3.381 4.303 0.910
H -4.625 3.693 -0.185
H -2.446 3.707 -1.349
H -1.725 2.741 -0.056
H -2.324 1.264 -1.943
H -4.003 1.855 -1.894
H 3.727 -3.154 0.676
H 5.342 -1.315 0.547

***

# 2
16
Properties=species:S:1:pos:R:3 method="wB97M-V/def2-TZVPD" orbital_gap_ev=9.496 homo_ev=-8.98 fmax_ev_per_a=10.6 total_energy_ev=-9328.223 charge=0 e_above_lowest_ev=3.484 smiles=NCc1ccccn1
N 2.577 -0.518 0.113
C 1.836 0.516 -0.093
C 0.320 0.428 -0.235
C -0.705 1.388 -0.134
C -2.048 0.705 -0.145
C -2.286 -0.611 0.078
C -1.133 -1.384 -0.177
N 0.138 -0.929 -0.444
H 2.305 -1.132 0.838
H 2.589 -1.243 -0.700
H 1.982 1.137 0.972
H 2.611 1.268 -0.806
H -0.679 2.523 -0.098
H -2.902 1.279 0.269
H -3.282 -0.952 0.380
H -1.322 -2.476 0.183

***

# 3
111
Properties=species:S:1:pos:R:3 method="wB97M-V/def2-TZVPD" orbital_gap_ev=5.531 homo_ev=-8.83 fmax_ev_per_a=5.2 total_energy_ev=-174271.298 charge=+1 e_above_lowest_ev=4.630
La 14.679 11.367 13.391
Br 11.488 4.874 10.207
C 12.837 5.918 11.026
C 13.357 5.590 12.318
C 14.084 6.502 13.062
C 14.227 7.814 12.595
O 14.639 8.828 13.342
C 13.913 8.126 11.168
C 14.397 9.274 10.565
N 15.318 10.114 11.047
C 16.619 9.889 10.671
C 16.994 9.660 9.279
C 18.155 8.966 8.986
C 19.193 8.925 9.975
C 18.897 9.335 11.284
C 19.897 9.190 12.297
C 19.643 9.524 13.584
C 18.397 9.963 13.899
N 17.343 9.963 13.003
C 17.593 9.743 11.674
C 13.143 7.132 10.460
H 13.158 4.655 12.780
H 14.478 6.292 14.058
H 13.945 9.501 9.601
H 16.214 9.830 8.520
H 18.392 8.464 8.076
H 20.069 8.351 9.724
H 20.890 8.839 12.015
H 20.354 9.402 14.367
H 18.069 10.231 14.948
H 12.674 7.456 9.556
N 11.621 9.536 14.442
C 11.329 10.006 13.175
N 10.226 9.573 12.542
C 9.834 10.340 11.539
N 8.575 10.143 11.039
N 10.599 11.283 10.944
C 11.792 11.437 11.459
N 12.234 10.895 12.613
C 12.656 12.336 10.656
C 12.368 12.619 9.308
C 13.173 13.469 8.583
C 14.203 14.121 9.283
C 14.537 13.744 10.548
N 13.817 12.812 11.172
H 10.931 8.834 14.733
H 12.575 9.577 14.778
H 7.906 9.570 11.499
H 8.296 10.749 10.241
H 11.419 12.260 8.895
H 12.941 13.636 7.524
H 14.834 14.879 8.729
H 15.299 14.186 11.223
F 19.841 11.527 15.862
C 19.902 12.800 15.452
F 21.233 13.045 15.341
F 19.464 13.512 16.570
C 19.091 13.287 14.257
C 19.805 13.799 13.166
C 19.071 14.039 12.023
C 17.804 13.572 11.841
N 17.058 13.077 12.869
C 17.652 13.011 14.045
S 16.811 12.537 15.402
H 20.915 13.933 13.152
H 19.600 14.460 11.135
H 17.324 13.609 10.858
O 13.589 13.458 14.245
S 13.648 15.021 14.229
C 13.301 15.539 15.936
C 11.831 15.912 16.023
C 11.096 15.764 14.680
C 12.075 15.614 13.606
H 13.964 16.425 16.084
H 13.592 14.688 16.623
H 11.694 16.910 16.503
H 11.355 15.255 16.775
H 10.446 16.648 14.586
H 10.344 14.940 14.681
H 12.303 16.581 13.134
H 11.733 14.932 12.799
C 11.336 13.486 20.906
O 11.449 12.581 19.792
C 10.572 12.718 18.745
C 9.402 13.439 18.675
C 8.617 13.456 17.520
C 9.057 12.762 16.391
C 10.135 11.977 16.440
C 11.006 12.034 17.548
N 12.224 11.428 17.409
C 13.018 10.837 18.379
C 13.958 9.850 17.948
C 14.514 9.012 18.932
C 15.637 8.217 18.674
C 16.039 8.020 17.361
C 15.422 8.779 16.332
C 14.450 9.783 16.582
O 13.960 10.590 15.646
H 11.750 12.942 21.784
H 10.277 13.592 21.156
H 11.862 14.375 20.715
H 9.053 14.005 19.626
H 7.768 14.130 17.536
H 8.499 12.857 15.457
H 10.478 11.415 15.533
H 12.688 11.439 16.453
H 12.769 10.942 19.459
H 14.334 9.105 20.016
H 16.265 7.892 19.551
H 16.828 7.342 17.105
H 15.874 8.684 15.309

***

# 4
76
Properties=species:S:1:pos:R:3 method="wB97M-V/def2-TZVPD" orbital_gap_ev="7.228 / 7.078" homo_ev="-7.93 / -7.99" spin_multiplicity=4 fmax_ev_per_a=0.3 s2=3.774 total_energy_ev=-90902.999 charge=0 e_above_lowest_ev=0.000
Cr -1.407 0.575 -0.320
C 0.511 -6.189 2.076
O 0.941 -4.902 2.484
C 1.946 -4.323 1.786
C 2.679 -4.956 0.790
C 3.686 -4.253 0.137
C 3.934 -2.927 0.434
C 3.235 -2.313 1.479
C 2.253 -3.007 2.148
N 4.992 -2.278 -0.292
N 4.901 -1.107 -0.687
C 3.666 -0.385 -0.593
C 3.695 0.866 -0.032
C 2.528 1.621 0.186
C 1.297 1.112 -0.171
O 0.143 1.733 -0.005
C 1.275 -0.161 -0.819
N 0.041 -0.605 -1.194
C -0.076 -1.701 -1.910
C 1.050 -2.424 -2.335
C 2.294 -2.024 -1.928
C 2.440 -0.888 -1.102
H -0.374 -6.411 2.664
H 1.278 -6.943 2.270
H 0.251 -6.198 1.014
H 2.495 -5.988 0.530
H 4.282 -4.738 -0.627
H 3.463 -1.297 1.768
H 1.699 -2.549 2.957
H 4.652 1.253 0.296
H 2.591 2.599 0.642
H -1.083 -2.026 -2.138
H 0.917 -3.290 -2.967
H 3.175 -2.562 -2.252
F 2.429 2.729 3.455
C 1.331 2.307 4.092
C 0.205 2.038 3.427
N -0.933 1.609 4.082
C -2.188 1.337 3.385
C -1.946 0.991 1.939
O -2.456 1.683 1.011
O -1.213 0.011 1.633
C -0.967 1.455 5.456
O -1.959 1.096 6.050
N 0.220 1.747 6.097
C 1.426 2.166 5.541
O 2.403 2.383 6.216
H 0.155 2.154 2.350
H -2.867 2.185 3.460
H -2.657 0.477 3.862
H 0.207 1.630 7.101
C -2.877 2.707 -1.693
N -1.907 1.624 -2.081
C -0.722 2.300 -2.712
N -1.106 3.100 -3.856
C -2.066 4.116 -3.416
N -3.265 3.509 -2.834
C -3.878 2.638 -3.839
N -2.952 1.596 -4.286
C -2.567 0.796 -3.142
C -1.761 2.240 -4.842
H -2.398 3.330 -0.938
H -3.750 2.226 -1.251
H -0.022 1.521 -3.024
H -0.248 2.918 -1.954
H -2.357 4.724 -4.274
H -1.592 4.759 -2.673
H -4.177 3.240 -4.698
H -4.766 2.169 -3.411
H -1.857 0.027 -3.452
H -3.435 0.316 -2.698
H -2.053 2.843 -5.703
H -1.058 1.473 -5.172
O -3.635 -2.943 -0.387
C -3.241 -1.834 -0.485
N -2.867 -0.708 -0.623

***

# 5
15
Properties=species:S:1:pos:R:3 method="wB97M-V/def2-TZVPD" orbital_gap_ev="7.893 / 7.889" homo_ev="-9.97 / -9.97" fmax_ev_per_a=4.8 total_energy_ev=-11559.197 charge=0 e_above_lowest_ev=3.560
C 2.541 -0.394 0.429
C -0.905 1.045 0.523
C -1.089 -1.106 -0.515
C 0.403 0.836 0.789
C 0.249 -1.172 -0.475
C -1.871 0.109 -0.092
C 1.126 -0.250 0.187
N 3.634 -0.390 0.797
F 1.644 0.933 -1.545
H -1.373 2.057 0.861
H -1.552 -1.843 -0.970
H 1.033 1.658 1.358
H 0.859 -1.887 -0.900
H -2.595 -0.220 0.650
H -2.106 0.627 -1.097

***

# 6
18
Properties=species:S:1:pos:R:3 method="wB97M-V/def2-TZVPD" orbital_gap_ev=9.207 homo_ev=-8.85 fmax_ev_per_a=5.3 total_energy_ev=-17118.221 charge=0 e_above_lowest_ev=2.625
C -2.475 0.709 0.326
C -1.163 1.446 0.077
S -0.055 0.363 -1.265
N -2.346 -0.601 0.958
H -2.949 0.647 -0.704
H -3.132 1.350 0.968
H -0.594 1.624 1.045
H -1.229 2.431 -0.399
H -2.069 -0.405 1.935
H -1.494 -1.004 0.479
C 2.550 -1.749 0.668
N 2.887 -0.332 0.260
H 3.233 -2.470 0.185
H 2.675 -1.835 1.764
H 1.520 -2.048 0.431
H 2.526 -0.122 -0.713
H 3.953 -0.234 0.164
H 1.173 0.349 0.130

***

# 7
16
Properties=species:S:1:pos:R:3 method="wB97M-V/def2-TZVPD" orbital_gap_ev=10.280 homo_ev=-9.34 fmax_ev_per_a=2.0 total_energy_ev=-9877.242 charge=0 e_above_lowest_ev=2.819 smiles="C/N=C/OCCO"
C 1.991 -0.276 -1.218
N 1.076 -0.156 -0.139
C 1.083 0.665 0.806
O -0.095 1.071 1.315
C -1.292 0.840 0.492
C -1.865 -0.572 0.546
O -1.314 -1.509 -0.330
H 2.544 -1.216 -1.333
H 1.367 -0.275 -2.114
H 2.594 0.632 -1.232
H 2.098 0.998 1.101
H -1.994 1.533 0.957
H -1.128 1.130 -0.554
H -1.774 -0.911 1.585
H -2.922 -0.578 0.282
H -0.368 -1.378 -0.163

***

# 8
13
Properties=species:S:1:pos:R:3 method="wB97M-V/def2-TZVPD" orbital_gap_ev=9.389 homo_ev=-9.57 fmax_ev_per_a=0.6 total_energy_ev=-7797.749 charge=0 e_above_lowest_ev=1.895
C 1.543 1.075 0.230
C 0.269 0.802 -0.574
N 0.233 -0.619 -0.874
C -0.608 -1.419 -0.358
C -1.752 -1.135 0.569
O -2.362 -2.048 1.077
H 1.910 2.092 0.070
H 2.320 0.374 -0.086
H 1.376 0.932 1.303
H -0.613 1.192 -0.045
H 0.324 1.321 -1.537
H -0.511 -2.482 -0.592
H -2.033 -0.084 0.767

***

# 9
50
Properties=species:S:1:pos:R:3 method="wB97M-V/def2-TZVPD" orbital_gap_ev="7.379 / 4.939" homo_ev="-16.80 / -18.73" spin_multiplicity=5 fmax_ev_per_a=5.4 s2=6.030 total_energy_ev=-68195.759 charge=+3
C 0.186 -0.196 -5.704
C 0.350 -0.165 -4.228
H 1.173 -0.130 -6.175
H -0.458 0.625 -6.046
H -0.292 -1.145 -5.999
O 1.371 -0.151 -3.584
Cl -1.269 -0.126 -3.404
Pd -0.463 0.061 0.174
P -0.316 2.347 -0.279
C 1.010 3.281 0.512
C -0.056 2.626 -2.045
H 0.026 3.700 -2.265
H -1.862 4.196 -0.274
H -0.906 2.190 -2.585
H -2.721 2.627 -0.178
H 1.976 2.955 0.111
H 0.855 2.099 -2.363
C -1.853 3.197 0.183
H 0.865 4.350 0.303
H -1.908 3.286 1.278
H 0.976 3.114 1.594
P -0.076 -2.251 -0.020
C 1.327 -2.972 0.872
C -1.527 -3.202 0.523
H -0.585 -2.244 -2.356
H 0.288 -3.753 -1.880
H 1.171 -2.192 -2.072
C 0.232 -2.663 -1.751
H -2.429 -2.859 -0.002
H -1.379 -4.273 0.328
H 1.272 -4.070 0.852
H 1.308 -2.625 1.912
H -1.668 -3.041 1.600
H 2.260 -2.648 0.398
C 1.487 0.136 0.166
O 2.585 0.223 0.504
Cl -0.556 2.682 3.603
C -0.110 1.076 4.063
C 0.704 0.938 5.188
C 1.053 -0.328 5.662
C 0.600 -1.452 4.965
C -0.215 -1.319 3.843
C -0.580 -0.042 3.335
C -1.412 0.071 2.123
H 1.051 1.837 5.708
H 1.694 -0.433 6.536
H 0.853 -2.455 5.323
H -0.588 -2.202 3.335
H -1.938 -0.857 1.886
H -2.019 0.980 2.078

***

# 10
21
Properties=species:S:1:pos:R:3 method="wB97M-V/def2-TZVPD" orbital_gap_ev="10.475 / 6.071" homo_ev="-19.43 / -19.42" spin_multiplicity=2 fmax_ev_per_a=4.2 s2=0.752 total_energy_ev=-9940.394 charge=+2 e_above_lowest_ev=0.000
C 1.005 -1.151 1.297
C 0.768 0.313 1.748
C -0.101 1.076 0.770
C 0.346 2.116 0.036
N 1.530 -1.134 -0.110
H 1.732 -1.665 1.944
H 0.067 -1.725 1.349
H 0.293 0.309 2.716
H 1.762 0.862 1.894
H -1.111 0.726 0.655
H -0.301 2.616 -0.664
H 1.316 2.456 0.153
H 0.773 -1.008 -0.780
H 2.205 -0.412 -0.219
H 1.965 -2.034 -0.318
H -3.110 1.130 -1.554
H -3.790 -0.212 -1.353
O -2.909 0.258 -1.267
H -0.506 -1.163 -2.769
H -1.420 -0.443 -1.675
O -0.513 -0.914 -1.851

***

# 11
5
Properties=species:S:1:pos:R:3 method="wB97M-V/def2-TZVPD" orbital_gap_ev="13.075 / 3.488" homo_ev="-20.07 / -14.54" fmax_ev_per_a=2.7 total_energy_ev=-4486.978 charge=+1 e_above_lowest_ev=4.994
N 0.283 -0.646 -0.341
N -0.840 1.281 0.251
N -0.254 0.233 0.147
H 2.311 -2.461 -1.015
H -1.499 1.593 0.958

***

# 12
13
Properties=species:S:1:pos:R:3 method="wB97M-V/def2-TZVPD" orbital_gap_ev=10.315 homo_ev=-9.27 fmax_ev_per_a=3.6 total_energy_ev=-5652.347 charge=0 e_above_lowest_ev=0.904 smiles=NCN.N
N 1.612 1.668 0.512
C 0.659 0.824 -0.178
N 0.858 -0.200 -1.262
H 2.068 1.335 1.294
H 2.346 1.844 -0.184
H 0.053 0.290 0.573
H -0.136 1.552 -0.538
H 1.134 0.284 -2.198
H 1.427 -1.086 -1.086
N -2.557 -1.471 0.903
H -1.803 -1.169 0.298
H -3.358 -1.658 0.395
H -2.302 -2.213 1.471